Entry 1:
The following is a quantum chemistry calculation of a structure of composition Ca3H14N5O22 at a distorted geometry, from the OMol25 dataset.

Element x y z (Å)
Ca: 20.22994 -12.69712 10.37863
Ca: 11.46015 -12.77891 14.44819
Ca: 11.48898 -6.60184 12.13516
N: 12.33518 -15.05708 9.33626
O: 11.31909 -15.42328 8.80171
O: 12.20237 -14.75887 10.54340
O: 13.40084 -14.91079 8.74683
N: 15.22311 -10.30286 10.85196
O: 14.80201 -10.78369 11.88746
O: 14.68736 -9.26810 10.33283
O: 16.26014 -10.71347 10.29342
N: 9.14026 -11.04191 9.64725
O: 8.06023 -11.54546 9.94962
O: 9.81663 -10.63201 10.57116
O: 9.53333 -10.94183 8.50381
N: 15.62069 -15.79583 15.09012
O: 15.38497 -16.81665 14.38264
O: 16.67895 -15.61562 15.67739
O: 14.71743 -15.01525 15.32148
N: 22.10909 -9.98693 6.41345
O: 22.14412 -8.86850 5.89631
O: 21.07289 -10.30653 7.03828
O: 23.12811 -10.68095 6.38988
O: 13.34755 -9.33624 6.11899
H: 13.88013 -9.31143 6.91396
H: 12.52867 -9.75023 6.39155
O: 15.66996 -13.01087 5.04945
H: 16.31483 -13.66322 4.77595
H: 15.45456 -13.24964 5.95101
O: 17.42547 -15.50335 10.58842
H: 16.67144 -15.27638 10.04422
H: 17.17778 -16.32590 11.01067
O: 16.80222 -5.69143 8.68952
H: 16.15509 -6.39642 8.71067
H: 17.49619 -5.98489 9.27988
O: 18.94258 -12.56711 13.84253
H: 18.14258 -12.90943 14.24136
H: 19.49662 -12.32592 14.58489
O: 13.11538 -9.98330 16.72898
H: 13.94351 -10.11903 17.18943
H: 12.94361 -9.04561 16.81543
O: 14.74387 -6.79416 14.14043
H: 15.61958 -6.86771 13.76101
H: 14.87857 -6.33045 14.96690

Force components x, y, z for each atom (eV/Å):
-0.8 0.3 -0.4
1.1 -0.6 -0.7
0.6 -0.7 -0.5
0.1 0.9 0.5
-1.1 -0.9 -1.5
0.7 0.4 1.3
0.3 -0.2 0.1
1.1 2.1 -1.7
-0.8 -0.7 1.2
-0.5 -0.4 0.7
0.0 -0.7 0.3
-1.4 -0.8 -1.2
-0.8 -0.5 -0.3
2.4 1.6 2.9
0.1 0.1 -0.8
0.2 -3.3 -0.4
0.7 1.2 0.3
1.5 0.0 -0.2
-3.0 2.9 0.2
1.9 1.7 -0.2
-0.6 -0.1 -0.2
-1.0 -1.2 1.0
-0.5 -1.1 0.4
0.0 0.3 -0.2
0.2 -0.1 0.2
-0.2 -0.2 0.0
0.0 0.2 -0.1
0.1 -0.2 -0.2
-0.2 0.0 0.2
0.7 0.5 -0.1
-0.4 0.1 -0.2
-0.1 -0.3 0.3
-0.2 0.3 0.1
-0.1 -0.3 -0.1
0.2 -0.1 0.0
0.5 0.2 -0.7
-0.4 -0.4 0.0
0.2 0.0 0.2
-0.4 -0.3 -0.4
0.3 -0.2 0.1
-0.1 0.2 0.1
-0.7 0.0 -0.1
0.3 -0.1 -0.3
0.1 0.2 0.2

2S+1: 1
Total charge: +1
Electronic energy: -3968.87964 hartree

---

Entry 2:
The following is a quantum chemistry calculation of a cluster of 2 separate species, C10H17BN2O2 in total at a distorted geometry, from the OMol25 dataset.

Element x y z (Å)
B: 0.13959 -0.07059 -0.22820
C: -5.37492 -1.40282 0.03398
C: -5.72634 -0.08565 -0.01918
C: -3.56277 -0.29960 0.06468
C: 2.29520 0.57896 -0.03743
C: 2.18898 -0.99015 -0.01320
C: 3.04741 1.19856 1.13382
C: 2.84714 1.13198 -1.35159
C: 2.40112 -1.59487 1.37605
C: 3.06186 -1.72206 -1.02460
C: -4.41364 2.05014 -0.05012
N: -4.01193 -1.50976 0.08443
N: -4.54286 0.62364 0.00311
O: 0.90386 1.00094 0.03381
O: 0.79792 -1.22646 -0.35649
H: -5.99670 -2.27655 0.03995
H: -6.67888 0.40393 -0.06556
H: 2.59496 0.92980 2.08330
H: 3.01108 2.28123 1.03954
H: 4.08562 0.87911 1.12040
H: 3.89547 0.87439 -1.47217
H: 2.74814 2.21554 -1.34356
H: 2.27617 0.75207 -2.19491
H: 2.13674 -2.64872 1.33828
H: 1.75469 -1.11479 2.10513
H: 3.43816 -1.50012 1.68576
H: 2.84518 -2.78716 -0.96115
H: 4.11521 -1.56300 -0.79706
H: 2.85479 -1.39604 -2.03979
H: -3.38168 2.32204 0.16931
H: -4.67718 2.42840 -1.04254
H: -5.07238 2.51763 0.68599

Force components x, y, z for each atom (eV/Å):
-0.6 0.1 0.0
-0.2 0.3 0.0
-0.1 -0.2 0.0
-0.5 -1.0 0.0
0.4 0.1 -0.2
0.3 -0.1 0.3
-0.3 -0.1 -0.2
-0.3 -0.1 0.3
-0.2 0.1 -0.3
-0.3 0.1 0.1
0.0 0.6 -0.1
1.2 0.5 0.0
0.1 0.0 0.0
0.0 0.6 0.3
0.0 -0.7 -0.3
-0.2 -0.1 0.0
-0.1 0.1 0.0
0.0 0.0 0.1
0.0 0.1 0.0
0.2 0.0 0.0
0.1 0.0 -0.1
0.0 0.1 0.0
0.0 -0.1 -0.1
0.0 -0.1 0.0
0.0 0.0 0.1
0.1 0.0 0.1
0.0 0.0 0.0
0.1 0.0 0.0
0.0 0.0 -0.1
-0.1 0.0 0.0
0.1 0.0 0.1
0.1 -0.1 0.0

2S+1: 1
Energy above the lowest of the compared OMol25 structures with the same formula, charge and spin: 3.143 eV
Electronic energy: -676.00281 hartree

---

Entry 3:
The following is a quantum chemistry calculation of a structure of composition C3H6OS at a distorted geometry, from the OMol25 dataset.

Element x y z (Å)
C: 0.66490 1.27429 0.01566
C: 0.78498 -0.23705 -0.10035
C: -0.42419 -1.11998 0.01113
H: -0.67021 1.65403 -0.33590
H: 0.81325 1.67958 1.29781
H: 1.45982 1.81364 -0.64809
H: -0.41437 -2.13941 -0.41548
H: -0.27306 -1.44314 1.02786
H: -2.33371 0.02009 -0.87591
O: -1.88490 -0.66364 0.05702
S: 2.27751 -0.83840 -0.03375

Force components x, y, z for each atom (eV/Å):
-2.9 2.5 1.2
-0.2 1.4 0.1
-2.4 -0.4 0.4
4.4 -1.0 1.1
-0.5 -1.4 -4.2
-1.7 -1.0 1.4
0.4 0.9 -0.9
-0.4 0.1 1.0
2.9 -3.4 4.1
0.2 2.8 -3.9
0.2 -0.6 -0.3

2S+1: 1
Energy above the lowest of the compared OMol25 structures with the same formula, charge and spin: 4.719 eV
Electronic energy: -591.15957 hartree

---

Entry 4:
The following is a quantum chemistry calculation of a structure of composition C18H41N2P3RhS2 at a distorted geometry, from the OMol25 dataset.

Element x y z (Å)
Rh: -0.09404 0.47666 -0.20869
P: -1.47297 2.15113 0.30472
P: -2.05710 -1.73845 1.50811
P: 1.83272 1.76280 -0.35666
H: 1.26178 -4.31925 -0.45446
C: 2.07850 -3.71115 -0.06090
C: 2.36785 -3.63402 1.24448
H: 1.91313 -4.24651 2.04079
C: -2.81000 2.43794 -0.93746
C: -2.46819 1.87902 1.81478
C: -0.85518 3.85764 0.60247
C: -1.21207 -3.31210 1.45705
C: -2.66937 -1.41139 3.16465
C: -3.37261 -1.72657 0.27851
C: 3.12884 0.57435 -0.84937
C: 2.49690 2.53092 1.15735
C: 2.00306 3.10785 -1.59906
H: 2.57273 -3.06043 -0.79644
H: 3.25582 -3.08097 1.53243
H: -3.39070 3.32286 -0.61806
H: -3.48308 1.56249 -0.96245
H: -2.40257 2.60753 -1.94761
H: -2.93049 2.83567 2.08611
H: -1.81645 1.55198 2.63808
H: -3.26067 1.14174 1.61342
H: -1.72689 4.53507 0.62924
H: -0.16700 4.20366 -0.18424
H: -0.34123 3.91768 1.57471
H: -1.97390 -4.09599 1.58826
H: -0.47360 -3.38021 2.25926
H: -0.69466 -3.45646 0.50822
H: -3.38729 -2.21372 3.39282
H: -3.17435 -0.43678 3.20721
H: -1.82513 -1.42174 3.87333
H: -3.99363 -2.62517 0.39977
H: -2.91112 -1.72660 -0.72743
H: -3.99269 -0.81784 0.38569
H: 3.52897 0.89919 -1.81314
H: 2.74137 -0.44680 -0.94901
H: 3.91836 0.58727 -0.08379
H: 3.42593 3.04981 0.88273
H: 2.73576 1.76173 1.90245
H: 1.79200 3.25992 1.57821
H: 2.41077 2.67701 -2.51818
H: 2.68342 3.89234 -1.23214
H: 1.04662 3.57679 -1.86224
C: 0.27394 -0.38488 -3.76558
C: -0.12444 -0.11268 -5.11920
C: 0.41813 -0.86066 -6.17043
C: 1.31763 -1.90224 -5.87210
C: 1.63388 -2.24501 -4.54670
C: 1.10901 -1.48528 -3.49905
S: -0.30185 0.64558 -2.48211
H: -1.10940 -0.63777 1.11481
H: -0.80583 0.71946 -5.30559
H: 0.17498 -0.62006 -7.21602
H: 1.72656 -2.50450 -6.68860
H: 2.27467 -3.09996 -4.29631
H: 1.36711 -1.65627 -2.46111
N: 0.16330 1.25834 3.71321
C: 0.53942 -0.01347 3.40779
N: 0.36296 -0.94764 4.38205
S: 1.22481 -0.46397 1.90508
H: -0.05838 1.47941 4.68162
H: 0.50337 2.02830 3.15639
H: 0.82797 -1.84572 4.24599
H: 0.24461 -0.64986 5.35238

Force components x, y, z for each atom (eV/Å):
0.5 -1.2 0.6
-2.0 2.2 0.4
0.3 0.7 -0.5
1.4 1.0 -0.3
0.3 0.0 0.1
-0.6 0.5 0.5
0.5 -0.6 -0.6
0.1 0.3 -0.7
0.0 -0.1 0.0
0.1 0.0 0.1
0.1 0.0 0.0
-0.1 -0.2 0.1
-0.1 0.0 0.0
0.0 0.2 -0.2
0.3 0.0 0.2
0.2 0.0 0.1
-0.2 0.1 -0.1
0.1 -0.5 0.4
-0.2 0.2 0.2
0.2 -0.4 -0.2
0.3 0.3 -0.1
-0.2 0.0 0.4
-0.1 -0.2 0.0
-0.4 0.1 -0.3
0.3 0.3 0.1
0.4 -0.3 0.0
-0.3 -0.2 0.3
-0.2 0.0 -0.3
0.2 0.1 0.0
-0.1 0.0 -0.1
-0.1 0.1 0.0
0.2 0.2 0.1
0.1 -0.4 0.0
-0.5 -0.1 -0.3
0.1 0.3 -0.1
-0.2 -0.1 0.4
0.2 -0.5 0.0
0.1 -0.2 0.2
0.1 0.2 0.1
-0.1 -0.1 -0.4
-0.2 0.0 0.2
-0.1 0.3 -0.2
0.2 -0.1 -0.1
0.0 0.1 0.1
-0.2 -0.3 -0.1
0.2 -0.1 0.1
-0.7 0.3 0.0
0.4 0.0 -0.5
-0.2 0.6 0.7
-0.3 -0.3 -0.3
-0.3 0.3 1.2
0.9 -0.3 -0.5
0.3 -0.8 -1.9
-1.3 -1.3 0.5
0.2 -0.3 0.0
0.1 -0.2 0.7
-0.1 0.3 0.3
-0.3 0.4 -0.4
0.1 -0.3 -0.1
0.3 -1.1 0.2
-0.1 0.7 1.0
0.6 0.5 -0.6
-0.1 -0.4 0.1
0.0 0.0 -0.3
0.0 -0.2 -0.1
-0.3 0.4 0.1
0.1 -0.2 -0.4

2S+1: 5
Total charge: +3
Energy above the lowest of the compared OMol25 structures with the same formula, charge and spin: 0.000 eV
Electronic energy: -2749.94416 hartree

---

Entry 5:
The following is a quantum chemistry calculation of a structure of composition C7H16O13S4Ti at a distorted geometry, from the OMol25 dataset.

Element x y z (Å)
Ti: 4.48499 -3.97329 19.90218
S: 1.17961 -3.73024 20.92310
O: 2.33062 -4.62747 20.75460
O: 0.15592 -4.04614 20.00864
O: 0.73151 -3.51896 22.28600
O: 1.43776 -2.40474 20.42966
S: 2.94358 -3.26571 17.46224
O: 1.62196 -2.58331 17.65454
O: 3.84162 -2.61536 18.42311
O: 2.77342 -4.69686 17.87282
O: 3.37515 -3.22586 16.12590
C: 8.82322 -2.97681 22.72126
C: 8.16696 -4.13362 23.24714
O: 7.26722 -4.62993 22.27847
C: 7.51597 -4.01780 21.08293
O: 7.08476 -4.24579 19.97377
O: 8.48156 -3.11441 21.36489
H: 9.91043 -3.05190 22.74191
H: 8.53588 -2.02424 23.16640
H: 7.73680 -3.69968 24.14979
H: 8.85035 -4.85755 23.69097
C: 5.95251 -7.86481 21.08066
S: 4.77023 -7.87987 19.73405
O: 4.50847 -6.36558 19.49672
C: 5.97293 -8.28864 18.35769
H: 5.58009 -7.39636 21.99168
H: 6.91280 -7.36855 20.94035
H: 6.14019 -8.87614 21.44137
H: 7.04456 -8.33674 18.55105
H: 6.01140 -7.51458 17.59123
H: 5.75094 -9.18834 17.78379
C: 5.33604 -1.13664 23.79293
S: 3.99360 -1.85819 22.79478
O: 4.79735 -2.42283 21.56881
C: 3.75133 -3.23854 24.00973
H: 5.43804 -0.05201 23.75743
H: 6.35050 -1.40172 23.49505
H: 5.26248 -1.39830 24.84850
H: 3.71952 -4.21796 23.53239
H: 2.79913 -3.05690 24.50814
H: 4.44687 -3.36662 24.83913

Force components x, y, z for each atom (eV/Å):
-2.5 -0.2 -1.1
0.9 -1.2 2.0
1.3 0.1 1.0
-3.3 -1.9 -2.1
0.3 -1.0 1.2
1.8 4.2 -1.3
-7.2 -1.7 1.3
1.3 -0.2 -0.6
3.8 0.8 2.6
1.5 0.3 0.8
2.1 0.8 -3.5
2.0 0.9 -1.8
-0.5 -1.1 3.7
-0.9 -0.6 -1.0
1.5 0.7 1.4
-0.3 0.1 1.6
-0.5 1.2 -3.3
0.1 0.1 0.3
-0.3 0.2 -0.4
-1.4 -0.7 0.3
-0.1 -0.6 -0.8
0.6 -0.7 1.4
1.2 3.9 -1.3
0.3 -2.6 0.7
0.6 -0.2 -0.8
-0.8 0.3 -0.4
-0.2 0.0 -0.8
0.1 -0.4 -0.4
-0.1 -0.2 1.1
-1.0 0.6 0.3
-0.5 -0.2 0.4
0.6 1.1 0.6
2.4 -1.8 -0.6
-1.0 0.3 1.5
-0.6 -0.5 0.3
-0.8 0.2 -0.3
-0.3 -0.9 -0.4
-0.3 -0.1 -0.1
-0.3 0.3 -0.6
-0.3 0.0 -0.4
0.6 0.6 -0.5

2S+1: 5
Total charge: -2
Electronic energy: -3696.48703 hartree

---

Entry 6:
The following is a quantum chemistry calculation of an isolated molecule of C3H8N2O2 at a distorted geometry, from the OMol25 dataset.

Element x y z (Å)
N: -0.13565 -1.45882 1.75748
C: 0.63072 -0.79789 0.83226
O: 1.65596 -1.29822 0.40574
C: -0.02322 0.36255 0.04396
N: -1.29698 -0.03659 -0.51684
C: 0.91092 0.92352 -0.99875
O: 0.38548 2.07268 -1.65502
H: 0.11715 -2.41691 1.93808
H: -1.13091 -1.31288 1.73884
H: -0.26770 1.15231 0.77033
H: -1.33094 -0.95490 -0.93842
H: -2.07009 0.04044 0.11569
H: 1.90538 1.09396 -0.59091
H: 0.96863 0.18935 -1.78993
H: -0.31875 2.44141 -1.11251

Force components x, y, z for each atom (eV/Å):
-0.3 0.4 0.3
-0.1 -1.3 -2.0
0.4 0.4 0.7
-0.4 0.2 1.6
-0.3 0.0 -0.4
-0.4 -0.2 -0.7
0.1 0.2 0.5
0.3 0.1 0.0
0.0 0.2 0.1
0.1 0.1 -0.1
0.3 0.0 -0.1
-0.2 0.1 0.2
0.0 0.1 0.1
0.4 -0.4 -0.1
0.0 0.0 -0.1

2S+1: 1
Energy above the lowest of the compared OMol25 structures with the same formula, charge and spin: 1.131 eV
Electronic energy: -379.09944 hartree
Structure (SMILES): NC(=O)[C@H](N)CO

---

Look up the 2S+1 of the first one. 1

---

electronic energy of number 5 (C7H16O13S4Ti)? -3696.48703 hartree

---

Which of these has the highest electronic energy? C3H8N2O2